No. 1
4 unconnected molecules or ions with the total composition C3H14O3S2, computed with the ωB97M-V functional and the def2-TZVPD basis.

Geometry as XYZ:
```
22
Properties=species:S:1:pos:R:3:nbo_charge:R:1
C 0.44975 1.35634 0.44282 -0.6391
C 0.32759 1.67567 -1.02526 -0.5236
S -0.10248 0.22272 -2.07623 0.0849
S -1.75906 -0.44131 -1.05359 0.0544
C -1.19990 -1.58245 0.29353 -0.7413
H -0.56624 1.08894 0.85004 0.2294
H 0.94284 2.04154 1.14261 0.2377
H 0.98239 0.37648 0.42372 0.1944
H -0.55517 2.27849 -1.25496 0.2294
H 1.20950 2.19537 -1.46327 0.2285
H -0.50816 -2.32196 -0.13923 0.2459
H -0.82773 -0.91439 1.12615 0.2416
H -2.10915 -2.06380 0.68291 0.2306
O 2.04481 -1.56134 -1.11484 -0.9780
H 1.68547 -0.83414 -1.62882 0.4744
H 2.97541 -1.65276 -1.32647 0.4756
O 1.92515 -1.47253 1.82121 -0.9605
H 1.98925 -2.43884 1.82433 0.4674
H 1.83212 -1.20604 0.91128 0.4864
O -2.67616 2.05231 0.53694 -0.9626
H -2.57027 1.18130 0.08973 0.4636
H -3.48996 2.02038 0.93739 0.4608
```

Its energy relative to the best compared isomer or geometry (same formula, charge and spin) is 16.54 kcal/mol. As for the SMILES: CCSSC.O.O.O. The value obtained for the molecular weight is 162.276 u. For the HOMO energy, the calculation gives -9.389 eV. Its electronic energy is -31150.7501 eV. For the HOMO-LUMO gap, the calculation gives 9.764 eV. The spin multiplicity is 1.

=====

No. 2
A molecular structure, C3H6Br2O, computed with the ωB97M-V functional and the def2-TZVPD basis.

Geometry as XYZ:
```
12
Properties=species:S:1:pos:R:3:nbo_charge:R:1
C 2.03047 0.18166 -0.55001 -0.6383
C 0.57981 0.61305 -0.17118 -0.0475
C -3.00489 -0.80356 1.06241 -0.2967
O -0.27566 -0.43491 -0.01318 -0.7341
Br -3.39354 -1.95623 -0.37062 0.1208
Br -3.75291 0.85544 1.11788 0.1652
H 2.14904 -0.76649 -0.10639 0.2064
H 2.28985 -0.06048 -1.72319 0.2028
H 2.80316 0.87044 -0.15165 0.2135
H 0.06053 1.36788 -0.78607 0.1846
H 0.68011 1.14615 0.88796 0.1361
H -0.16595 -1.01294 0.80404 0.4873
```

Its energy relative to the best compared isomer or geometry (same formula, charge and spin) is 92.34 kcal/mol. The value obtained for the molecular weight is 217.888 u. For the HOMO energy, the calculation gives -8.834 eV. Its electronic energy is -145336.4254 eV. For the HOMO-LUMO gap, the calculation gives 7.849 eV. The spin multiplicity is 1.

=====

No. 3
8 unconnected molecules or ions with the total composition C28H76N6O12, computed with the ωB97M-V functional and the def2-TZVPD basis.

Geometry as XYZ:
```
122
Properties=species:S:1:pos:R:3:mulliken_charge:R:1
C 3.39008 -28.99507 29.19937 -0.7553
O 2.70224 -30.08942 29.89955 -0.3106
C 1.28469 -30.02985 30.00211 -0.4992
C 0.72136 -28.70248 30.53392 -0.8911
N 1.09181 -28.46322 31.95520 -0.1023
C 0.45590 -27.24261 32.44534 -0.7323
C 0.59916 -27.16988 33.97462 -0.5708
O -0.00910 -28.38572 34.45931 -0.3221
C -0.21117 -28.35103 35.85610 -0.8018
H 2.98690 -28.92044 28.18943 0.3233
H 4.44905 -29.24767 29.25306 0.2304
H 3.41844 -28.04841 29.73893 0.2863
H 0.98075 -30.85771 30.64272 0.3040
H 0.95769 -30.20985 28.97801 0.3290
H -0.35196 -28.58785 30.38246 0.4610
H 1.24124 -27.90953 29.99630 0.4582
H 0.54749 -29.18428 32.40675 0.2207
H -0.61209 -27.23309 32.22760 0.3629
H 0.88443 -26.37871 31.93727 0.4115
H 0.06922 -26.32756 34.41932 0.4329
H 1.63512 -27.13582 34.31186 0.3059
H 0.70159 -28.33796 36.45174 0.3153
H -0.60172 -29.34819 36.05919 0.2651
H -0.90963 -27.60914 36.24323 0.2981
C 6.78267 -24.15993 34.67723 -0.8042
O 7.20695 -25.05074 33.69351 -0.2573
C 7.39911 -24.54228 32.34696 -0.4850
C 8.46631 -25.41474 31.72819 -0.5616
N 9.24636 -24.67621 30.74315 -0.3941
C 10.36211 -25.49841 30.22672 -0.6169
C 11.39681 -24.54061 29.68008 -0.5893
O 11.94296 -23.75677 30.75636 -0.3184
C 13.24200 -23.26386 30.40810 -0.7495
H 7.56214 -23.42983 34.89514 0.3154
H 6.60529 -24.56315 35.67424 0.2624
H 5.87215 -23.61596 34.42594 0.3101
H 7.75420 -23.51195 32.32591 0.3597
H 6.47562 -24.59950 31.77077 0.2640
H 8.02976 -26.31945 31.30507 0.2656
H 9.14374 -25.69504 32.53479 0.3589
H 9.60364 -23.82364 31.15006 0.3137
H 10.15864 -26.20902 29.42563 0.3359
H 10.81247 -26.11386 31.00551 0.3560
H 10.96307 -23.94703 28.87532 0.2978
H 12.21063 -25.12640 29.25270 0.4818
H 13.22985 -22.75011 29.44685 0.3036
H 13.92945 -24.10913 30.37582 0.2925
H 13.65198 -22.50844 31.07844 0.2578
C 12.17820 -34.93084 36.87576 -0.6669
O 11.31958 -36.06410 36.73468 -0.3698
C 10.71786 -36.39535 35.49662 -0.4357
C 9.75158 -35.32480 34.93914 -0.6391
N 9.08305 -35.61880 33.70474 -0.3422
C 8.35346 -36.87133 33.60457 -0.5627
C 7.77297 -37.06691 32.19239 -0.6633
O 6.88242 -35.98149 32.01348 -0.2206
C 6.30277 -35.96495 30.68807 -0.7705
H 11.81844 -34.08225 36.29390 0.2855
H 13.23797 -35.05198 36.65147 0.2582
H 12.17458 -34.60940 37.91728 0.2621
H 10.16975 -37.33057 35.61072 0.3028
H 11.51364 -36.45018 34.75376 0.3064
H 10.29458 -34.41240 34.69258 0.4296
H 8.98160 -35.15450 35.69162 0.3100
H 8.42654 -34.85869 33.59825 0.2689
H 7.51047 -36.84538 34.29508 0.2785
H 9.00887 -37.70669 33.85097 0.3739
H 7.23687 -38.01581 32.17544 0.3753
H 8.50322 -37.08634 31.38341 0.3957
H 7.11769 -35.65543 30.03370 0.3324
H 5.45367 -35.28156 30.67740 0.1958
H 5.87351 -36.92999 30.41876 0.2967
C 7.70512 -30.52457 19.06463 -0.7144
O 8.32614 -30.22802 20.32422 -0.3132
C 7.46266 -29.81244 21.37208 -0.6496
C 8.24510 -29.47260 22.69552 -0.5912
N 8.44690 -30.65248 23.53727 -0.3371
C 9.14601 -30.23093 24.77373 -0.5974
C 9.30983 -31.33950 25.78885 -0.4822
O 9.66239 -30.84213 27.03539 -0.3068
C 9.38355 -31.73348 28.08243 -0.7806
H 7.35727 -29.58283 18.64008 0.2976
H 6.82773 -31.17089 19.08822 0.2907
H 8.44826 -30.96206 18.39796 0.2476
H 6.72934 -30.60888 21.49865 0.3450
H 6.90413 -28.94340 21.02433 0.3852
H 7.72130 -28.67293 23.21923 0.4413
H 9.21718 -29.02779 22.48269 0.3678
H 8.99772 -31.29929 22.99107 0.2336
H 8.52549 -29.48204 25.26588 0.2742
H 10.09968 -29.76876 24.51873 0.3229
H 9.98259 -32.15627 25.52733 0.3196
H 8.29163 -31.71945 25.87254 0.3501
H 10.04972 -31.52768 28.92027 0.2956
H 9.57846 -32.78728 27.88338 0.3181
H 8.39748 -31.57749 28.51995 0.2823
N 4.94967 -29.89392 34.02123 -0.3030
C 5.46048 -31.10695 33.89563 0.6863
N 4.86507 -31.72049 32.86814 -0.2873
O 6.26083 -31.61221 34.68140 -0.6878
H 5.32576 -29.24092 34.69370 0.1816
H 4.17627 -29.60912 33.43741 0.1037
H 5.19024 -32.66638 32.72793 0.1327
H 4.36321 -31.23186 32.14048 0.1593
C 0.66522 -35.86273 33.00087 -0.3774
O -0.43780 -35.92956 32.15695 -0.5116
H 0.42036 -35.87825 34.06289 0.2298
H 1.33295 -36.67379 32.71033 0.2111
H 1.20178 -34.91859 32.90708 0.1569
H -1.08652 -35.26614 32.40322 0.2908
C 1.82295 -33.10840 37.26895 -0.4804
O 1.03255 -34.26046 37.61391 -0.5153
H 1.59900 -32.75982 36.26077 0.1875
H 1.50002 -32.29908 37.92378 0.2497
H 2.89549 -33.28757 37.34420 0.2680
H 1.23730 -34.53766 38.50992 0.2901
C 5.53537 -29.25423 39.09238 -0.4774
O 6.06577 -30.56005 38.98276 -0.5052
H 5.91615 -28.62460 39.89654 0.2428
H 5.73354 -28.66814 38.19498 0.1916
H 4.50613 -29.46393 39.38356 0.2297
H 5.95482 -30.91477 38.09763 0.3157
```

As for the SMILES: COCCNCCOC.COCCNCCOC.COCCNCCOC.COCCNCCOC.NC(N)=O.CO.CO.CO. The value obtained for the molecular weight is 688.946 u. For the HOMO energy, the calculation gives -8.370 eV. Its electronic energy is -63770.5713 eV. For the HOMO-LUMO gap, the calculation gives 8.581 eV. The spin multiplicity is 1.